Record 1
Here is a 9-piece molecular cluster, C46H94O8 overall from the Open Molecules 2025 dataset. Energies are from ωB97M-V with the def2-TZVPD basis set.

Last column: Löwdin charge in e.
CARTESIAN COORDINATES (ANGSTROEM)
O1 -1.62195 -0.24240 -3.73575  0.12
C1 -2.69573 -0.11050 -3.21381  -0.44
C2 -4.00149 0.23044 -3.86788  -0.08
C3 -4.79246 0.95583 -2.80450  -0.12
C4 -4.16797 0.33606 -1.50116  -0.15
O2 -2.87879 -0.22674 -1.85100  0.00
H1 -3.84176 0.89600 -4.70429  0.09
H2 -4.55893 -0.66518 -4.16071  0.14
H3 -4.59839 2.04893 -2.75228  0.12
H4 -5.86624 0.86134 -2.64829  0.11
H5 -3.97858 1.09963 -0.77606  0.08
H6 -4.81707 -0.44628 -1.09763  0.12
O3 -2.57302 2.47234 -5.28984  0.10
C5 -1.38075 2.48699 -5.18548  -0.51
C6 -0.36949 1.92706 -6.08729  -0.09
C7 0.96270 2.19576 -5.38333  -0.13
C8 0.53122 2.49624 -3.93778  -0.15
O4 -0.84578 2.87133 -4.00398  0.01
H7 -0.60356 0.84527 -6.08165  0.13
H8 -0.54115 2.25038 -7.12787  0.14
H9 1.46188 1.20701 -5.41634  0.11
H10 1.54359 3.03307 -5.89090  0.14
H11 0.57205 1.64189 -3.20064  0.12
H12 1.07017 3.31918 -3.53841  0.11
O5 2.86309 -4.88653 -2.71468  0.08
C9 2.99487 -3.93166 -3.47651  -0.49
C10 4.05139 -3.79041 -4.56076  -0.09
C11 3.78439 -2.54587 -5.29605  -0.13
C12 2.77569 -1.82953 -4.29713  -0.10
O6 2.28132 -2.83953 -3.41066  0.03
H13 5.00149 -3.72815 -4.01474  0.12
H14 4.10519 -4.73561 -5.08769  0.13
H15 4.64923 -1.87172 -5.44586  0.11
H16 3.29696 -2.69220 -6.23713  0.10
H17 3.25165 -1.06544 -3.69704  0.09
H18 1.86296 -1.51540 -4.82195  0.13
O7 1.92102 0.32458 -1.93587  0.12
C13 1.63588 -0.59091 -1.26488  -0.50
C14 0.17263 -1.13586 -1.07652  -0.06
C15 0.34976 -2.09911 0.06386  -0.15
C16 1.81758 -2.58991 -0.09312  -0.08
O8 2.47036 -1.37140 -0.57785  -0.01
H19 -0.55491 -0.45557 -0.73984  0.09
H20 -0.06710 -1.61488 -2.07483  0.14
H21 0.27506 -1.46479 0.91814  0.11
H22 -0.44377 -2.84577 0.04194  0.10
H23 2.21535 -2.76767 0.92595  0.10
H24 1.96737 -3.49569 -0.70220  0.12
C17 -1.40005 5.26439 4.51816  -0.11
C18 -0.59674 4.09383 3.89923  -0.25
C19 -0.36424 4.21070 2.34598  -0.24
C20 -1.56460 3.79346 1.50795  -0.24
C21 -1.46082 4.33022 0.03889  -0.23
C22 -2.67669 3.89485 -0.82160  -0.09
H25 -1.23232 6.14952 3.91129  0.06
H26 -1.16452 5.48800 5.56505  0.07
H27 -2.46138 5.07832 4.47439  0.05
H28 0.42344 4.01853 4.29791  0.09
H29 -1.10640 3.13472 4.18672  0.11
H30 0.53135 3.65055 2.07123  0.09
H31 -0.04035 5.23690 2.22129  0.10
H32 -1.60418 2.67361 1.62924  0.12
H33 -2.50981 4.13462 1.99884  0.11
H34 -1.39970 5.45949 0.10188  0.12
H35 -0.51822 3.87858 -0.27210  0.10
H36 -2.45407 3.87068 -1.85795  0.04
H37 -2.83195 2.84356 -0.57750  0.04
H38 -3.61886 4.41256 -0.53849  0.09
C23 3.71864 3.51251 0.03082  -0.11
C24 3.22885 2.44311 0.95750  -0.28
C25 3.97795 1.13583 0.90223  -0.24
C26 3.47724 0.15673 1.89543  -0.24
C27 4.31140 -1.08293 2.18136  -0.29
C28 3.69620 -2.02821 3.13137  -0.14
H39 4.67197 3.96088 0.32594  0.07
H40 3.07504 4.37788 0.03740  0.06
H41 3.92192 3.13465 -0.99837  0.07
H42 3.27432 2.87393 1.99496  0.13
H43 2.21996 2.20729 0.72368  0.09
H44 5.05218 1.37565 1.06472  0.13
H45 3.87344 0.73684 -0.10947  0.09
H46 3.36548 0.66422 2.81723  0.11
H47 2.50241 -0.18476 1.54233  0.10
H48 4.47027 -1.63143 1.23101  0.11
H49 5.29025 -0.71800 2.52577  0.12
H50 3.68692 -1.61959 4.16780  0.08
H51 2.60171 -2.22570 2.85566  0.08
H52 4.14068 -3.02365 3.32358  0.08
C29 -8.99163 0.04086 4.51682  -0.10
C30 -7.48925 -0.39599 4.52116  -0.24
C31 -6.69627 0.17738 3.36985  -0.24
C32 -5.32282 -0.44889 3.16486  -0.24
C33 -4.56496 0.30084 2.08708  -0.26
C34 -3.26923 -0.43777 1.71170  -0.09
H53 -9.12785 0.98861 5.08726  0.07
H54 -9.64176 -0.60583 5.07834  0.05
H55 -9.46630 0.19778 3.53986  0.07
H56 -6.98032 0.02025 5.32861  0.08
H57 -7.43304 -1.51903 4.54859  0.12
H58 -6.55635 1.23903 3.44516  0.11
H59 -7.21460 0.12243 2.43249  0.10
H60 -4.76165 -0.18813 4.02086  0.10
H61 -5.25910 -1.50417 3.02140  0.10
H62 -5.36388 0.40304 1.29214  0.11
H63 -4.43681 1.32939 2.38018  0.10
H64 -2.59109 -0.42340 2.61159  0.09
H65 -3.45788 -1.47162 1.49800  0.05
H66 -2.64480 0.02156 0.97609  0.04
C35 -4.02564 -2.98520 6.33535  -0.10
C36 -2.67152 -2.98707 5.63901  -0.30
C37 -2.77503 -3.63638 4.32042  -0.25
C38 -1.46554 -3.48057 3.55336  -0.18
C39 -1.19249 -4.41083 2.30008  -0.23
C40 -2.29583 -4.35137 1.24220  -0.11
H67 -4.27486 -4.00940 6.72263  0.09
H68 -4.86513 -2.56023 5.74109  0.06
H69 -3.98288 -2.22479 7.10436  0.06
H70 -2.20915 -2.07971 5.56427  0.08
H71 -2.02291 -3.57778 6.25384  0.11
H72 -3.67630 -3.17642 3.88178  0.10
H73 -2.99505 -4.67639 4.45003  0.11
H74 -1.37357 -2.45479 3.19113  0.09
H75 -0.68419 -3.47028 4.28972  0.10
H76 -0.28080 -4.18811 1.85259  0.05
H77 -1.04762 -5.47374 2.61481  0.11
H78 -3.21816 -4.75117 1.64377  0.07
H79 -2.43095 -3.29907 1.02063  0.04
H80 -2.11497 -4.84051 0.30758  0.07
C41 5.05146 1.69363 -5.05829  -0.11
C42 4.76885 1.65764 -3.52034  -0.19
C43 5.92018 0.91206 -2.61570  -0.22
C44 5.90138 -0.54818 -2.65211  -0.24
C45 6.97941 -1.12783 -1.61387  -0.22
C46 7.12177 -2.63820 -1.78679  -0.10
H81 5.88072 2.36555 -5.20899  0.06
H82 4.21840 2.01706 -5.71329  0.06
H83 5.45582 0.79098 -5.49856  0.05
H84 4.78212 2.74589 -3.17849  0.10
H85 3.80334 1.23030 -3.22383  0.06
H86 5.83267 1.20930 -1.55890  0.09
H87 6.96568 1.18744 -2.84738  0.11
H88 4.96685 -0.90568 -2.26458  0.08
H89 6.01654 -0.97369 -3.69501  0.12
H90 7.89427 -0.60003 -1.69672  0.08
H91 6.70107 -0.84569 -0.59125  0.10
H92 6.14466 -3.00943 -1.70859  0.04
H93 7.55599 -2.95270 -2.71754  0.07
H94 7.71834 -3.04794 -0.97949  0.07

Computed properties:
DFT total energy   -65605.5422 eV
Strongest force on any atom   4.49 eV/A
HOMO level   -9.9 eV
Total charge   0
Gap between HOMO and LUMO   10.59 eV

---

Record 2
Here is a 6-piece molecular cluster, C46H96F6N4O6S2 overall from the Open Molecules 2025 dataset. Energies are from ωB97M-V with the def2-TZVPD basis set.

Last column: Löwdin charge in e.
CARTESIAN COORDINATES (ANGSTROEM)
C1 6.49254 3.40569 3.24075  -0.09
C2 5.43352 2.25367 2.93012  -0.23
C3 5.51678 1.73364 1.54085  -0.21
C4 6.88478 1.37552 0.89663  -0.09
N1 6.77656 0.92779 -0.55990  -0.18
C5 5.88109 1.75439 -1.57603  -0.02
C6 6.88100 2.24894 -2.66780  -0.15
C7 8.18289 2.38868 -1.93176  -0.15
C8 8.16656 1.03360 -1.19734  -0.11
C9 6.36570 -0.62532 -0.56136  -0.06
C10 6.36377 -1.34699 -1.95502  -0.20
C11 5.16571 -2.25346 -2.24354  -0.08
H1 7.51884 3.03883 3.22553  0.07
H2 6.25900 3.99425 4.12798  0.07
H3 6.53600 4.16758 2.46246  0.06
H4 4.47508 2.70194 3.19194  0.11
H5 5.70325 1.47387 3.64235  0.11
H6 5.00289 2.43131 0.87957  0.11
H7 4.79771 0.91683 1.47898  0.11
H8 7.39073 0.56594 1.42264  0.14
H9 7.43308 2.31713 0.86762  0.12
H10 4.99990 1.22456 -1.93778  0.14
H11 5.65432 2.60428 -0.93230  0.11
H12 6.97843 1.61308 -3.54774  0.13
H13 6.60315 3.21714 -3.08434  0.13
H14 9.07208 2.47972 -2.55559  0.13
H15 8.27174 3.22681 -1.24057  0.12
H16 8.39582 0.20494 -1.86733  0.13
H17 8.92658 0.98131 -0.41777  0.13
H18 5.41305 -0.61060 -0.03191  0.12
H19 7.12735 -1.03347 0.10304  0.12
H20 7.32085 -1.83179 -2.14756  0.11
H21 6.35543 -0.56766 -2.71704  0.10
H22 4.86662 -2.38273 -3.28370  0.09
H23 4.30985 -1.67855 -1.88987  0.06
H24 5.04969 -3.18876 -1.69596  0.07
C12 0.60888 -1.54004 4.98094  -0.08
C13 0.83590 -2.81070 5.84173  -0.27
C14 0.50957 -4.05940 5.13509  -0.21
C15 1.47241 -4.50610 4.00101  -0.07
N2 0.75043 -5.32695 2.88416  -0.17
C16 1.74048 -5.81107 1.77786  -0.04
C17 0.80533 -6.02667 0.51175  -0.13
C18 -0.21878 -4.90864 0.59790  -0.16
C19 -0.33835 -4.52455 2.05648  -0.06
C20 0.15187 -6.62748 3.51475  -0.14
C21 1.03522 -7.43947 4.44859  -0.22
C22 0.30156 -8.76661 4.92151  -0.06
H25 -0.44782 -1.28811 5.07045  0.08
H26 0.90956 -1.63924 3.93794  0.06
H27 1.19744 -0.71733 5.38697  0.07
H28 0.18135 -2.74575 6.71090  0.12
H29 1.77834 -2.83881 6.38864  0.12
H30 -0.44124 -3.83984 4.64945  0.11
H31 0.36697 -4.86006 5.86084  0.12
H32 2.22169 -5.23377 4.31272  0.12
H33 1.86210 -3.60335 3.53060  0.12
H34 2.35205 -6.57335 2.26056  0.12
H35 2.42276 -4.96562 1.68946  0.13
H36 0.36519 -7.02163 0.57842  0.10
H37 1.26039 -6.11759 -0.47454  0.13
H38 -1.12227 -5.34993 0.17711  0.12
H39 0.10175 -4.06492 -0.01327  0.13
H40 -1.29143 -4.86988 2.45710  0.12
H41 -0.20060 -3.44453 2.10821  0.13
H42 -0.21918 -7.25475 2.70422  0.13
H43 -0.75927 -6.44183 4.08349  0.13
H44 1.42255 -6.82604 5.26209  0.10
H45 1.93253 -7.73222 3.90340  0.10
H46 -0.10881 -9.24095 4.03005  0.08
H47 -0.58022 -8.62884 5.54727  0.07
H48 0.93178 -9.36853 5.57620  0.08
C23 -5.48074 -5.78853 -5.80511  -0.09
C24 -5.25197 -5.18052 -4.38932  -0.22
C25 -6.61924 -4.70666 -3.85689  -0.21
C26 -6.72624 -4.22123 -2.39256  -0.06
N3 -8.08174 -3.46605 -1.94629  -0.16
C27 -9.30912 -4.11168 -2.62936  -0.13
C28 -10.38821 -3.99660 -1.66995  -0.15
C29 -9.61154 -4.37099 -0.32604  -0.12
C30 -8.41172 -3.52235 -0.43829  -0.12
C31 -7.91508 -2.00327 -2.43983  -0.10
C32 -7.09401 -1.15689 -1.47307  -0.27
C33 -6.52628 0.12396 -1.99402  -0.09
H49 -4.60971 -5.67299 -6.45012  0.08
H50 -6.26911 -5.28331 -6.36305  0.07
H51 -5.71461 -6.85029 -5.72708  0.08
H52 -4.55483 -4.35160 -4.51176  0.11
H53 -4.89165 -5.92129 -3.67551  0.11
H54 -7.36204 -5.49038 -4.00568  0.11
H55 -6.94309 -3.79885 -4.36592  0.11
H56 -5.89252 -3.52519 -2.30018  0.12
H57 -6.78108 -5.03293 -1.66712  0.13
H58 -9.45923 -3.59173 -3.57551  0.14
H59 -9.05916 -5.15814 -2.80412  0.13
H60 -10.83930 -3.00610 -1.61072  0.12
H61 -11.26558 -4.61348 -1.86429  0.13
H62 -10.33258 -4.10611 0.44729  0.13
H63 -9.35722 -5.42853 -0.39686  0.12
H64 -8.72285 -2.52017 -0.14348  0.12
H65 -7.55544 -3.80872 0.17236  0.14
H66 -8.94269 -1.64059 -2.46370  0.14
H67 -7.42822 -1.89756 -3.40932  0.13
H68 -6.26112 -1.72512 -1.05897  0.11
H69 -7.71115 -0.80955 -0.64444  0.11
H70 -7.30742 0.81322 -2.31469  0.09
H71 -5.97269 -0.04666 -2.91734  0.08
H72 -5.93484 0.60290 -1.21369  0.09
C34 -4.58167 6.07614 2.16523  -0.09
C35 -3.84998 7.33208 1.66005  -0.26
C36 -2.40426 7.03875 1.77044  -0.20
C37 -1.63529 8.33768 1.49050  -0.09
N4 -0.11300 8.10330 1.33656  -0.16
C38 0.65674 9.50302 1.31509  -0.06
C39 1.00956 9.76069 -0.14053  -0.16
C40 0.37341 8.71151 -1.00394  -0.15
C41 0.24044 7.55062 -0.06062  -0.09
C42 0.55262 7.29975 2.45461  -0.12
C43 0.31680 7.85795 3.84527  -0.26
C44 0.92794 7.10268 4.94716  -0.10
H73 -4.23734 5.19544 1.62312  0.08
H74 -5.67062 6.07841 2.11760  0.08
H75 -4.31935 5.87259 3.20343  0.07
H76 -4.09350 8.17983 2.30047  0.12
H77 -4.24156 7.72701 0.72262  0.12
H78 -2.04855 6.34727 1.00661  0.12
H79 -2.13502 6.73400 2.78174  0.12
H80 -1.76774 9.08578 2.27209  0.13
H81 -1.90982 8.80483 0.54471  0.14
H82 1.58765 9.50514 1.88213  0.13
H83 0.04638 10.26042 1.80692  0.13
H84 2.07989 9.91654 -0.27550  0.12
H85 0.61070 10.74589 -0.38218  0.12
H86 0.85057 8.47760 -1.95563  0.14
H87 -0.60350 9.09776 -1.29472  0.12
H88 1.21607 7.07420 0.03561  0.14
H89 -0.40107 6.72549 -0.37002  0.14
H90 1.60047 7.19022 2.17509  0.14
H91 0.24053 6.26206 2.33675  0.14
H92 -0.73728 7.93716 4.11124  0.11
H93 0.70563 8.87375 3.91644  0.12
H94 0.48758 7.41645 5.89359  0.09
H95 2.00462 7.23431 4.83975  0.09
H96 0.88331 6.01450 4.90283  0.08
C45 4.75804 -2.01979 -8.91505  -0.68
F1 4.03808 -1.77285 -7.79972  0.09
F2 4.64409 -3.31916 -9.28745  0.10
F3 4.27948 -1.27742 -9.88224  0.13
S1 6.54438 -1.53337 -8.68320  0.47
O1 6.54419 -0.10567 -8.33709  -0.37
O2 6.93437 -2.49387 -7.68644  -0.37
O3 7.27491 -1.85255 -9.95816  -0.38
C46 -0.22149 0.39322 -3.03665  -0.63
F4 -0.45314 1.37672 -3.91251  0.11
F5 -1.30680 -0.40617 -2.98684  0.10
F6 0.80124 -0.32594 -3.51991  0.11
S2 0.16082 1.23115 -1.30070  0.49
O4 0.94771 2.47886 -1.49971  -0.39
O5 -1.17354 1.57337 -0.75780  -0.39
O6 0.80791 0.13911 -0.56466  -0.40

Computed properties:
DFT total energy   -105460.1193 eV
Strongest force on any atom   3.86 eV/A
Energy above the lowest of the compared OMol25 structures with the same formula, charge and spin   6.989 eV
HOMO level   -8.6 eV
Total charge   +2
Gap between HOMO and LUMO   4.89 eV